{"formula": "C4H7NO2", "method": "ωB97M-V/def2-TZVPD", "molar_mass_g_mol": 101.10, "multiplicity": 1, "smiles": "COCC=C=NO", "energy_ev": -9842.92245, "e_above_lowest_kj_mol": 420.4, "homo_lumo_gap_ev": 10.31, "lumo_energy_ev": 0.70, "species": ["C", "O", "C", "C", "C", "N", "O", "H", "H", "H", "H", "H", "H", "H"], "xyz": [[0.8980, 1.3601, -0.9563], [0.6472, 0.2620, -1.8031], [-0.4193, -0.5498, -1.3748], [-0.0772, -1.3054, -0.1140], [-0.4708, -0.9442, 1.0814], [-0.9900, -0.7499, 2.1862], [-0.3385, 0.1701, 3.0060], [1.4608, 1.0877, -0.0515], [1.4842, 2.0692, -1.5437], [-0.0378, 1.8446, -0.6370], [-0.6058, -1.2562, -2.1907], [-1.3297, 0.0527, -1.2312], [0.6267, -2.1305, -0.1951], [-0.8477, 0.0896, 3.8236]], "lowdin_charge": [-0.114, -0.186, -0.238, -0.053, -0.087, 0.008, -0.052, 0.086, 0.088, 0.092, 0.123, 0.125, 0.117, 0.091]}



{"formula": "C4H7NO2", "method": "ωB97M-V/def2-TZVPD", "molar_mass_g_mol": 101.10, "multiplicity": 1, "smiles": "C[C@@]1(C(N)=O)CO1", "energy_ev": -9846.14695, "e_above_lowest_kj_mol": 109.3, "homo_lumo_gap_ev": 10.75, "lumo_energy_ev": 0.91, "species": ["C", "C", "C", "N", "O", "C", "O", "H", "H", "H", "H", "H", "H", "H"], "xyz": [[1.2025, -1.2460, 0.0189], [0.3051, -0.0410, -0.1016], [-0.9185, -0.0471, 0.7987], [-2.0669, 0.3038, 0.1727], [-0.8308, -0.3304, 1.9810], [0.8076, 1.2731, -0.5175], [0.0821, 0.4484, -1.4223], [2.2230, -1.0157, -0.2988], [1.2149, -1.5945, 1.0540], [0.8173, -2.0471, -0.6202], [-2.9272, 0.2931, 0.6976], [-2.0723, 0.4400, -0.8261], [0.2940, 2.1802, -0.1994], [1.8691, 1.3833, -0.7371]], "lowdin_charge": [0.009, -0.418, -0.485, 0.188, 0.062, -0.065, -0.027, 0.087, 0.088, 0.095, 0.117, 0.105, 0.124, 0.120]}



{"formula": "C4H7NO2", "method": "ωB97M-V/def2-TZVPD", "molar_mass_g_mol": 101.10, "multiplicity": 1, "energy_ev": -9843.26072, "e_above_lowest_kj_mol": 387.8, "homo_lumo_gap_ev": 9.60, "lumo_energy_ev": 0.96, "species": ["C", "C", "C", "C", "N", "O", "O", "H", "H", "H", "H", "H", "H", "H"], "xyz": [[2.1284, -1.3446, -0.2887], [-1.1536, 1.0403, -1.0704], [-0.4298, 0.9783, 0.0467], [-0.8334, -1.3638, 0.3673], [2.8043, -0.8170, 0.5156], [0.1605, 2.1057, 0.5859], [-0.3508, -0.0924, 0.9059], [-1.2206, 2.0181, -1.7054], [-1.5244, 0.1526, -1.5206], [-0.1602, -1.7398, -0.3572], [-2.0333, -1.4566, 0.2411], [-0.6450, -1.9922, 1.2827], [3.5442, -0.2443, 0.9281], [-0.2862, 2.7556, 0.0691]], "lowdin_charge": [-0.012, 0.034, -0.488, -0.108, 0.071, 0.067, -0.111, 0.101, 0.030, 0.006, 0.145, 0.097, 0.094, 0.074]}



{"formula": "C4H7NO2", "method": "ωB97M-V/def2-TZVPD", "molar_mass_g_mol": 101.10, "multiplicity": 1, "energy_ev": -9843.93985, "e_above_lowest_kj_mol": 322.2, "homo_lumo_gap_ev": 9.09, "lumo_energy_ev": 0.29, "species": ["C", "C", "C", "O", "C", "O", "N", "H", "H", "H", "H", "H", "H", "H"], "xyz": [[-1.1253, -1.0169, 1.0369], [-0.3311, -0.1238, 0.1160], [-1.0148, 1.1081, -0.3047], [-2.2005, 1.3157, -0.1381], [1.1076, -0.0412, 0.2990], [1.8873, -0.3544, 1.1520], [1.5627, 0.2828, -1.1419], [-1.3386, -0.5215, 1.9924], [-2.0873, -1.2556, 0.5750], [-0.5857, -1.9462, 1.2432], [0.3429, -0.1210, -1.2493], [-0.3931, 1.8680, -0.8336], [2.2379, -0.4138, -1.4535], [1.9382, 1.2199, -1.2935]], "lowdin_charge": [-0.051, -0.291, -0.298, 0.026, -0.436, 0.121, 0.101, 0.092, 0.082, 0.080, 0.206, 0.120, 0.127, 0.121]}



{"formula": "C4H7NO2", "method": "ωB97M-V/def2-TZVPD", "molar_mass_g_mol": 101.10, "multiplicity": 1, "smiles": "O=NC1=CCC1.O", "energy_ev": -9842.43716, "e_above_lowest_kj_mol": 467.2, "homo_lumo_gap_ev": 8.43, "lumo_energy_ev": -1.05, "species": ["O", "N", "C", "C", "C", "C", "H", "H", "H", "H", "H", "O", "H", "H"], "xyz": [[-2.2731, 0.8349, 0.6924], [-1.5672, 1.2654, -0.2045], [-0.3337, 0.6052, -0.3830], [0.2359, -0.5692, -0.0376], [1.5468, -0.2062, -0.6753], [0.8273, 1.0611, -1.2308], [-0.0948, -1.4617, 0.4716], [2.3151, 0.0270, 0.0709], [1.9556, -0.9166, -1.3992], [1.2732, 2.0345, -1.0140], [0.6154, 0.9761, -2.3000], [-1.2291, -1.2257, 2.2998], [-1.6140, -0.4533, 1.8461], [-1.6573, -1.9713, 1.8638]], "lowdin_charge": [-0.023, 0.025, -0.262, 0.029, -0.139, -0.116, 0.096, 0.118, 0.110, 0.108, 0.112, -0.089, -0.009, 0.040]}



{"formula": "C4H7NO2", "method": "ωB97M-V/def2-TZVPD", "molar_mass_g_mol": 101.10, "multiplicity": 1, "energy_ev": -9842.88855, "e_above_lowest_kj_mol": 423.7, "homo_lumo_gap_ev": 9.80, "lumo_energy_ev": 0.29, "species": ["C", "C", "C", "N", "C", "O", "O", "H", "H", "H", "H", "H", "H", "H"], "xyz": [[0.7551, 1.1920, -0.9819], [-0.4726, 0.9148, -0.1426], [-0.6549, -1.1831, -0.4667], [0.0544, -1.7286, 0.5032], [0.3563, -0.3671, 1.9824], [1.0526, -0.2308, 2.8840], [-0.3988, 1.0750, 1.1083], [1.5662, 0.5097, -0.7028], [1.0967, 2.2141, -0.7878], [0.5495, 1.0845, -2.0513], [-1.4612, 1.0379, -0.6012], [-0.1527, -1.0349, -1.4197], [-1.7426, -1.2809, -0.4973], [-0.5480, -2.2026, 1.1733]], "lowdin_charge": [-0.063, -0.379, -0.194, 0.007, -0.067, 0.157, -0.075, 0.088, 0.085, 0.079, 0.126, 0.078, 0.093, 0.064]}